Arrangement P

Below is a structure of composition C3HN3O2, with properties calculated with ωB97M-V/def2-TZVPD.

E_LUMO (spin up / spin down) (eV): -3.5264 / -3.5272
HOMO energy (spin up / spin down) (eV): -10.046 / -10.049
Gap between HOMO and LUMO (spin up / spin down) (Eh): 0.2396 / 0.2397

Last column: Löwdin charge in e.
CARTESIAN COORDINATES (ANGSTROEM)
C -0.05 0.05 0.98  -0.0321
C 0.34 0.88 2.65  -0.3467
C 0.22 0.72 -0.17  -0.2957
N -0.93 -0.84 1.42  0.0219
N -0.40 0.05 3.29  0.1187
N -1.23 -0.82 2.60  0.0146
O 1.20 1.69 2.64  0.2314
O 1.00 1.48 -0.67  0.1182
H -0.51 0.06 -0.63  0.1697



Arrangement Q

Below is a cluster of 2 separate species, C3HN3O2 in total, with properties calculated with ωB97M-V/def2-TZVPD.

E_LUMO (spin up / spin down) (eV): -2.8562 / -2.2280
HOMO energy (spin up / spin down) (eV): -11.035 / -10.636
Gap between HOMO and LUMO (spin up / spin down) (Eh): 0.3005 / 0.3090

Last column: Löwdin charge in e.
CARTESIAN COORDINATES (ANGSTROEM)
C -0.09 1.57 0.38  -0.2103
C -1.25 -0.05 -0.94  -0.2748
C -0.06 0.64 -0.72  -0.0385
N -0.08 2.31 1.27  0.1890
N -2.18 -0.64 -1.06  0.2063
N 0.95 -1.27 0.72  -0.2324
O 1.17 -2.22 0.08  0.1281
O 1.08 -1.03 1.87  0.1372
H 0.47 0.69 -1.61  0.0953



Stability, highest: arrangement Q